[1]
# C43H54N5O11P2SW

C43H54N5O11P2SW as an isolated structure at a distorted geometry (wB97M-V/def2-TZVPD, the Open Molecules 2025 dataset).

Calculated values
- net charge = +1
- Kohn-Sham gap (spin up / spin down) (eV) = 6.8 / 7.4
- relative energy (zero: lowest compared OMol25 entry of this formula, charge and spin) (kJ/mol) = 119.5
- 2S+1 = 3
- highest occupied orbital energy (spin up / spin down) (eV) = -10.106 / -11.128
- DFT total energy (eV) = -106683.1272
- LUMO level (spin up / spin down) (eV) = -3.29 / -3.75

XYZ file:
```
117
Properties=species:S:1:pos:R:3:forces:R:3:lowdin_spin:R:1
W 0.62972 -0.76570 0.08260 0.447 0.899 -1.937 1.537
C -1.31676 2.71591 2.12582 -0.013 0.046 -0.011 0.015
C -0.40114 1.78892 1.40960 0.197 0.325 0.026 0.101
N -0.59974 0.52027 1.29219 -0.419 -0.050 -0.214 -0.022
N -1.79233 0.02083 1.74516 -0.060 0.037 0.150 0.004
C -1.82547 -1.24521 1.45131 -0.414 0.114 0.058 0.002
O -0.80288 -1.81896 0.90659 0.226 -0.729 0.595 0.024
C -3.05209 -2.03800 1.63784 0.158 -0.012 0.080 -0.001
C -4.16730 -1.48252 2.25815 -0.053 0.025 0.013 -0.001
C -5.31751 -2.23994 2.40603 0.020 0.011 -0.006 0.000
C -5.35644 -3.54708 1.93451 0.019 -0.003 -0.004 0.000
C -4.24724 -4.09667 1.30432 -0.016 0.023 0.003 0.000
C -3.09355 -3.34261 1.15646 -0.013 -0.079 -0.056 0.000
C 0.85335 2.21042 0.79763 -0.225 0.251 0.222 0.017
C 1.35301 3.50023 0.85219 0.078 0.105 0.152 0.014
C 2.62885 3.74407 0.38086 -0.022 0.030 0.067 0.017
C 3.38604 2.67607 -0.07507 0.020 -0.085 -0.008 0.016
C 2.80317 1.42370 -0.13152 0.137 0.088 -0.129 0.016
N 1.53357 1.21801 0.21358 0.044 -0.180 0.270 0.011
H -2.33534 2.34360 2.07168 -0.027 -0.005 0.005 0.002
H -1.26619 3.72167 1.70880 -0.003 -0.040 0.001 0.001
H -1.03657 2.77109 3.18116 0.002 -0.013 -0.015 0.006
H -4.11911 -0.46375 2.61876 -0.010 -0.022 0.017 0.000
H -6.18564 -1.81330 2.89099 0.014 -0.010 0.009 0.000
H -6.25151 -4.14124 2.06512 -0.006 0.015 -0.023 0.000
H -4.28096 -5.11254 0.93306 0.007 0.004 0.015 0.000
H -2.22034 -3.75585 0.66700 -0.002 -0.017 0.033 0.000
H 0.75446 4.28983 1.28360 0.038 0.004 -0.009 0.000
H 3.04204 4.74417 0.40562 -0.008 -0.017 0.027 0.000
H 4.41989 2.80029 -0.36668 -0.018 -0.005 -0.021 0.000
H 3.35064 0.55182 -0.45045 -0.002 0.016 0.008 0.000
C -3.40896 -1.22425 -1.84843 0.045 -0.001 -0.037 0.000
C -2.18198 -1.96464 -2.24674 0.005 0.002 -0.143 0.002
N -0.98024 -1.87516 -1.71338 -0.134 0.227 0.238 0.010
C -0.23576 -2.86829 -2.27363 0.486 -0.133 0.322 0.001
C -0.96527 -3.54707 -3.20101 0.002 -0.262 -0.389 0.000
N -2.19225 -2.95307 -3.17978 -0.114 0.127 0.139 0.001
C -0.70452 -4.65080 -4.17171 -0.036 0.080 0.102 0.000
O 0.49344 -5.20261 -4.14319 -0.031 0.017 0.063 0.000
O -1.57423 -4.96905 -4.94281 0.029 0.011 0.015 0.000
C 1.08425 -3.17030 -1.68015 -0.146 0.063 -0.043 0.007
O 1.80500 -4.06308 -2.10612 -0.101 0.048 -0.046 0.005
O 1.38705 -2.43265 -0.65679 0.144 -1.032 -0.201 0.023
H -3.14919 -0.45504 -1.12705 -0.001 0.009 0.027 0.000
H -4.11002 -1.91043 -1.36846 -0.001 0.006 -0.003 0.000
H -3.90450 -0.76641 -2.70565 0.028 0.015 0.002 0.000
H -2.96161 -3.26190 -3.75682 0.004 0.006 -0.003 0.000
H 1.04651 -4.84836 -3.39444 -0.013 0.005 -0.024 0.000
C 4.30084 0.05366 -2.86836 0.129 0.018 0.051 0.001
P 2.58686 -0.27701 -3.27035 -0.012 -0.071 -0.121 0.003
C 2.12880 0.98652 -4.45616 -0.026 0.097 -0.052 0.000
C 2.61542 -1.80088 -4.19796 0.001 -0.137 -0.057 0.000
O 1.66964 -0.27433 -2.08001 -0.156 0.090 0.572 0.020
H 4.90187 0.02653 -3.77811 0.005 -0.006 0.018 0.000
H 4.67345 -0.70435 -2.17758 -0.003 0.015 0.019 0.000
H 4.39300 1.04067 -2.41660 0.051 -0.005 -0.010 0.000
H 2.76537 0.92379 -5.34033 -0.025 0.005 0.020 0.000
H 2.24716 1.97166 -4.00539 -0.043 0.036 -0.016 0.000
H 1.08925 0.84470 -4.75410 0.016 0.022 0.018 0.000
H 3.35594 -1.71804 -4.99546 -0.044 -0.004 -0.013 0.000
H 1.63615 -1.99411 -4.63896 0.005 -0.021 0.030 0.000
H 2.88329 -2.63310 -3.54745 0.017 0.006 -0.037 0.000
O -0.86843 0.90918 -1.48569 -0.006 -0.043 -0.175 0.033
S -1.90082 1.98129 -1.30396 -0.052 -0.059 0.266 0.008
C -2.86824 1.98017 -2.80242 0.060 0.081 0.020 0.004
C -4.20839 2.31699 -2.72680 -0.049 0.031 -0.013 0.001
C -4.98026 2.26448 -3.88145 0.016 -0.006 0.003 0.000
C -4.40416 1.86857 -5.07995 0.041 -0.011 0.013 0.000
C -3.05413 1.53075 -5.13609 -0.037 0.003 0.000 0.000
C -2.27631 1.58601 -3.99137 -0.005 -0.058 -0.083 0.001
C -1.01805 3.51510 -1.52580 -0.141 0.050 -0.220 0.000
C -1.60398 4.70248 -1.11836 0.042 0.095 -0.003 0.000
C -0.93185 5.89447 -1.35757 0.006 -0.027 0.052 0.000
C 0.30474 5.87905 -1.99146 0.028 -0.056 0.002 0.000
C 0.88806 4.67290 -2.36677 -0.059 0.051 -0.031 0.000
C 0.22589 3.47855 -2.12953 0.027 0.065 -0.071 0.000
H -4.64841 2.60630 -1.77908 -0.001 -0.026 -0.016 0.000
H -6.03063 2.52012 -3.84104 0.009 0.000 0.002 0.000
H -5.00873 1.81618 -5.97580 0.009 0.009 0.005 0.000
H -2.61232 1.22248 -6.07471 -0.012 -0.001 0.001 0.000
H -1.23010 1.30361 -4.00482 -0.029 0.006 0.030 0.000
H -2.56963 4.70204 -0.62369 0.011 -0.003 -0.044 0.000
H -1.37216 6.83325 -1.04843 -0.002 -0.003 -0.020 0.000
H 0.81782 6.81088 -2.19011 0.004 -0.005 0.016 0.000
H 1.85893 4.67001 -2.84757 -0.006 -0.001 0.018 0.000
H 0.65648 2.51446 -2.37234 0.016 -0.018 -0.057 0.000
C 1.69570 -3.10589 5.15556 0.005 -0.004 0.074 0.000
C 0.92171 -2.99136 3.85265 0.012 0.014 -0.018 0.000
C 1.44308 -3.95014 2.79441 0.051 0.018 -0.059 0.000
C -0.55905 -3.20490 4.10027 -0.088 -0.017 0.021 0.000
O 1.00686 -1.60708 3.35558 -0.015 -0.009 0.028 0.003
P 2.34471 -0.96346 2.79555 -0.074 -0.147 0.032 0.012
O 3.57866 -1.53873 3.33471 0.211 0.115 -0.187 0.000
O 2.22673 -1.03087 1.22701 -0.165 0.074 0.799 0.097
O 2.09075 0.57685 3.12919 0.180 0.019 -0.256 0.002
C 2.77157 1.29516 4.21352 -0.099 -0.050 0.077 0.000
C 2.62021 0.54159 5.52721 -0.030 -0.036 -0.018 0.000
C 4.22935 1.49854 3.83741 0.024 -0.028 -0.035 0.000
C 2.03965 2.62255 4.29272 -0.034 0.060 0.039 0.000
H 1.55861 -4.11059 5.55855 0.008 0.009 0.019 0.000
H 1.31430 -2.38774 5.88481 -0.008 -0.035 -0.009 0.000
H 2.75862 -2.92962 5.00416 -0.041 -0.011 -0.025 0.000
H 1.20586 -4.97450 3.08456 0.013 -0.008 0.003 0.000
H 2.52424 -3.86266 2.68130 -0.019 0.003 0.005 0.000
H 0.97425 -3.74370 1.82990 -0.030 -0.034 0.034 0.000
H -0.70280 -4.12190 4.67268 -0.028 -0.004 -0.019 0.000
H -1.10618 -3.30007 3.16292 0.011 0.019 -0.005 0.000
H -0.97321 -2.37121 4.66999 0.017 -0.027 0.010 0.000
H 3.12031 -0.42491 5.48960 0.013 0.033 -0.016 0.000
H 1.56318 0.38782 5.75432 0.020 0.002 -0.003 0.000
H 3.06469 1.13149 6.32961 -0.007 -0.009 0.014 0.000
H 4.73861 0.54100 3.74137 -0.013 0.008 0.014 0.000
H 4.72783 2.08857 4.60777 0.002 0.018 -0.008 0.000
H 4.29888 2.03687 2.88852 0.004 0.000 0.020 0.000
H 0.97198 2.45431 4.45014 0.036 0.001 0.009 0.000
H 2.18192 3.20449 3.38057 -0.001 -0.037 0.030 0.000
H 2.42223 3.20067 5.13438 -0.002 0.030 -0.021 0.000
```
Positions in Å, forces in eV/Å.



[2]
# C5H5NO

C5H5NO as an isolated structure (wB97M-V/def2-TZVPD, the Open Molecules 2025 dataset).

Calculated values
- Kohn-Sham gap (eV) = 9.5
- relative energy (zero: lowest compared OMol25 entry of this formula, charge and spin) (kJ/mol) = 525.1
- 2S+1 = 1
- highest occupied orbital energy (eV) = -8.676
- DFT total energy (eV) = -8797.9767
- LUMO level (eV) = 0.82

XYZ file:
```
12
Properties=species:S:1:pos:R:3:forces:R:3:nbo_charge:R:1
N -0.59231 -0.23039 -2.35384 -0.029 0.023 0.407 -0.616
C -0.50137 -0.12025 -1.09395 -0.197 0.163 0.004 0.155
C -0.67468 -1.01090 0.08791 -0.324 -0.240 -0.026 0.095
O 0.46130 -1.52837 0.70968 0.175 -0.041 -0.240 -0.423
C 0.15463 -0.24714 1.20633 0.113 -0.038 0.384 0.093
C 0.94237 0.86568 0.54563 0.053 0.094 0.117 -0.476
C -0.38681 0.91175 -0.10934 0.207 0.507 -0.484 -0.069
H -1.64526 -1.42833 0.34151 0.172 0.068 0.198 0.222
H -0.23934 -0.14871 2.21398 -0.057 -0.202 -0.288 0.229
H 1.16127 1.73148 1.16333 -0.016 -0.204 0.161 0.232
H 1.81006 0.48001 -0.00010 -0.152 0.131 0.098 0.223
H -0.48986 0.72517 -2.71115 0.054 -0.261 -0.330 0.335
```
Positions in Å, forces in eV/Å.